(1)
The following is a DFT calculation (wB97M-V/def2-TZVPD) of a single C16H13N3O3S2 molecule at a distorted geometry.

The value obtained for the energy is -49085.7704 eV. Its largest force on an atom is 1.65 eV/A. The SMILES is O=C(CSc1nnc(CNC(=O)c2cccs2)o1)c1ccccc1. The value obtained for the frontier orbital gap is 8.890 eV.

Last column: Mulliken charge in e.
Cartesian coordinates (Å):
O -3.32 -0.80 1.29  -0.612
C -3.77 -0.46 0.22  0.852
C -3.50 -1.27 -1.04  -1.016
S -2.46 -2.71 -0.66  -0.245
C -1.04 -1.83 -0.25  0.581
N -0.79 -0.58 -0.49  -0.204
N 0.45 -0.34 -0.01  -0.519
C 0.89 -1.45 0.49  0.606
C 2.20 -1.67 1.15  -0.829
N 3.10 -0.57 0.91  -0.149
C 4.24 -0.75 0.20  0.642
O 4.64 -1.86 -0.13  -0.673
C 5.00 0.47 -0.11  0.149
C 6.19 0.51 -0.78  -0.440
C 6.69 1.81 -0.93  -0.432
C 5.88 2.75 -0.38  -0.377
S 4.49 2.06 0.34  -0.209
O -0.01 -2.45 0.37  -0.331
C -4.62 0.74 0.06  0.416
C -5.15 1.15 -1.16  -0.326
C -5.94 2.28 -1.22  -0.739
C -6.21 3.02 -0.07  -0.354
C -5.68 2.62 1.14  -0.518
C -4.89 1.49 1.21  -0.398
H -2.97 -0.66 -1.78  0.393
H -4.43 -1.66 -1.46  0.621
H 2.04 -1.81 2.23  0.268
H 2.68 -2.57 0.75  0.377
H 2.71 0.36 1.01  0.300
H 6.67 -0.38 -1.14  0.451
H 7.62 2.04 -1.44  0.400
H 6.02 3.81 -0.35  0.432
H -4.95 0.59 -2.06  0.311
H -6.35 2.60 -2.17  0.377
H -6.83 3.90 -0.13  0.386
H -5.88 3.19 2.04  0.385
H -4.47 1.16 2.15  0.425


(2)
The following is a DFT calculation (wB97M-V/def2-TZVPD) of a molecular structure, C16H13N3O7Ru at a distorted geometry.

The spin multiplicity is 2. The value obtained for the energy is -38191.6340 eV. As for the expectation value of S²: 0.755. Its largest force on an atom is 1.64 eV/A. As for the charge: -1. The value obtained for the frontier orbital gap (spin up / spin down) is 7.480 / 7.392 eV.

Last column: Mulliken spin population.
Cartesian coordinates (Å):
Ru 0.03 0.61 -0.23  0.890
O -0.82 3.24 2.69  0.006
C -0.73 2.32 1.91  -0.011
O -0.55 2.37 0.63  0.046
C -0.90 0.89 2.39  0.012
C -1.01 0.55 3.73  0.004
C -1.11 -0.79 4.06  -0.002
C -1.13 -1.74 3.05  0.000
C -1.02 -1.32 1.74  0.002
N -0.93 -0.02 1.42  -0.029
H -0.97 1.34 4.46  0.000
H -1.16 -1.10 5.10  0.000
H -1.20 -2.79 3.26  0.000
H -1.02 -2.01 0.90  -0.001
N -3.32 0.16 -0.52  0.001
C -3.41 0.89 -1.76  0.000
C -2.16 1.55 -2.34  -0.002
O -2.31 2.13 -3.41  0.003
O -1.02 1.46 -1.74  0.001
H -2.77 -0.68 -0.59  0.000
H -3.02 0.73 0.26  -0.002
H -4.10 1.74 -1.66  0.000
H -3.75 0.24 -2.56  0.000
O -0.04 -2.70 -2.58  0.006
C 0.22 -1.70 -1.96  -0.003
O -0.60 -1.11 -1.11  0.012
C 1.56 -1.03 -2.00  0.017
C 1.65 0.34 -2.29  -0.025
C 2.86 1.00 -2.15  0.008
C 3.99 0.31 -1.72  0.004
C 3.90 -1.05 -1.46  0.003
C 2.70 -1.72 -1.60  0.013
H 0.80 0.86 -2.72  -0.001
H 2.92 2.06 -2.37  0.000
H 4.93 0.83 -1.58  0.000
H 4.78 -1.59 -1.12  0.000
H 2.62 -2.78 -1.38  -0.001
O 2.47 -1.19 2.61  0.026
C 2.02 -0.52 1.75  0.033
N 1.62 0.19 0.88  -0.009


(3)
The following is a DFT calculation (wB97M-V/def2-TZVPD) of a molecular structure, C16H13N5O4PdS at a distorted geometry.

The spin multiplicity is 3. The value obtained for the energy is -46757.2947 eV. As for the expectation value of S²: 2.005. Its largest force on an atom is 1.51 eV/A. The value obtained for the frontier orbital gap (spin up / spin down) is 8.260 / 7.130 eV.

Last column: Mulliken spin population.
Cartesian coordinates (Å):
Pd 1.72 0.43 0.91  1.476
N -3.57 -0.25 -5.55  0.001
C -2.66 -0.17 -4.52  0.003
C -2.32 1.07 -3.97  -0.001
C -1.39 1.15 -2.96  0.005
C -0.78 -0.01 -2.48  -0.008
C -1.11 -1.25 -3.02  0.002
C -2.04 -1.33 -4.03  -0.002
S 0.34 0.08 -1.17  -0.027
O 1.20 -1.08 -1.22  0.012
O 1.03 1.38 -1.24  0.035
N -0.41 0.02 0.26  0.156
C -0.82 1.25 0.80  -0.006
N 0.02 1.72 1.74  0.091
C -0.24 2.90 2.28  0.003
C -1.37 3.61 1.93  0.007
C -2.19 3.03 0.97  -0.001
N -1.92 1.86 0.39  0.005
H -4.17 0.54 -5.72  0.000
H -3.97 -1.15 -5.77  0.000
H -2.79 1.97 -4.35  0.000
H -1.12 2.11 -2.53  0.001
H -0.62 -2.14 -2.65  -0.001
H -2.29 -2.29 -4.46  0.000
H 0.47 3.27 3.01  0.000
H -1.60 4.57 2.38  0.001
H -3.08 3.54 0.63  -0.001
O 5.13 0.12 3.24  0.009
C 4.08 0.04 2.63  0.006
O 3.63 0.85 1.73  0.102
C 3.19 -1.16 2.92  0.001
C 3.61 -2.22 3.70  0.007
C 2.76 -3.29 3.88  -0.007
C 1.51 -3.28 3.29  0.009
C 1.14 -2.19 2.53  0.002
N 1.97 -1.15 2.37  0.117
H 4.60 -2.17 4.13  0.002
H 3.08 -4.14 4.47  -0.001
H 0.82 -4.11 3.40  0.001
H 0.18 -2.11 2.04  0.003


(4)
The following is a DFT calculation (wB97M-V/def2-TZVPD) of a molecular structure, C16H13NO3RuS4 at a distorted geometry.

The spin multiplicity is 5. The value obtained for the energy is -70355.3112 eV. As for the expectation value of S²: 6.027. Its largest force on an atom is 3.95 eV/A. The value obtained for the frontier orbital gap (spin up / spin down) is 7.529 / 6.180 eV.

Last column: Mulliken spin population.
Cartesian coordinates (Å):
Ru -1.47 0.31 17.56  3.088
S 2.81 0.94 16.15  0.126
C 1.40 0.61 16.83  -0.041
S 0.21 1.83 17.42  0.285
S 0.59 -0.94 17.06  0.295
C -8.40 -1.52 21.06  0.000
C -6.97 -1.47 20.55  0.003
C -6.40 -2.64 20.07  -0.002
C -5.04 -2.66 19.74  0.003
C -4.28 -1.46 19.77  0.014
C -4.89 -0.29 20.24  0.005
C -6.24 -0.31 20.62  0.000
S -2.56 -1.53 19.37  -0.012
O -1.90 -0.29 19.89  0.060
O -2.07 -2.77 19.75  0.005
O -2.52 -1.37 17.86  0.079
H -8.66 -0.95 21.95  0.000
H -8.79 -2.52 21.17  0.000
H -9.09 -1.14 20.25  0.000
H -6.91 -3.61 20.16  0.000
H -4.62 -3.63 19.46  0.000
H -4.30 0.67 20.26  0.000
H -6.72 0.59 21.07  0.000
C -2.72 1.49 16.34  0.038
C -2.35 1.15 14.93  -0.049
C -1.99 2.11 14.01  0.051
C -1.58 1.78 12.69  -0.003
C -1.55 0.42 12.29  0.023
C -1.84 -0.57 13.24  -0.016
C -2.31 -0.19 14.50  0.032
C -1.18 0.15 10.92  -0.004
N -0.79 0.01 9.84  0.009
H -3.75 1.09 16.59  0.007
H -2.64 2.52 16.42  0.003
H -2.17 3.19 14.24  0.001
H -1.63 2.54 11.93  0.000
H -1.81 -1.62 12.92  -0.002
H -2.73 -0.88 15.23  0.002


(5)
The following is a DFT calculation (wB97M-V/def2-TZVPD) of a molecular structure, C16H14Br2NO9Rh.

The spin multiplicity is 5. The value obtained for the energy is -179825.0128 eV. As for the expectation value of S²: 6.011. Its largest force on an atom is 0.67 eV/A. The value obtained for the frontier orbital gap (spin up / spin down) is 8.567 / 6.226 eV.

Last column: Mulliken spin population.
Cartesian coordinates (Å):
Rh -0.16 -1.04 1.20  2.497
O -3.12 -0.38 3.68  0.041
C -1.96 -0.17 3.40  0.024
O -1.01 -1.02 3.20  0.108
C -1.54 1.33 3.22  0.018
C -0.02 1.48 3.24  0.016
C 0.41 2.95 3.27  -0.001
C 0.11 3.39 1.81  0.033
C -0.48 2.11 1.21  -0.001
O 0.32 1.09 1.88  0.057
C -1.85 1.93 1.86  0.220
C -2.78 0.82 0.83  0.062
O -3.79 1.42 0.58  0.418
O -2.21 -0.22 0.60  0.179
H -2.05 1.88 4.01  0.000
H 0.48 0.81 3.93  0.007
H -0.14 3.51 4.01  -0.001
H 1.47 3.04 3.49  0.000
H -0.58 4.24 1.75  0.002
H 1.02 3.64 1.27  0.007
H -0.41 1.98 0.14  0.011
H -2.47 2.81 1.86  -0.009
Br -0.78 -3.90 1.84  0.048
C 0.56 -3.53 3.16  -0.013
Br 1.93 -2.34 2.48  0.066
H 1.05 -4.45 3.42  0.002
H 0.08 -3.02 3.98  0.001
O 0.33 -2.16 -0.65  0.099
C 0.57 -1.09 -1.28  0.007
O 0.56 0.02 -0.68  0.109
C 0.85 -1.13 -2.74  -0.021
C 0.63 -2.29 -3.47  0.004
C 0.90 -2.32 -4.83  0.001
C 1.38 -1.17 -5.42  -0.001
C 1.62 0.00 -4.73  0.001
C 1.34 0.01 -3.37  0.009
N 1.67 -1.19 -6.88  0.000
O 1.44 -2.22 -7.48  0.000
O 2.14 -0.19 -7.38  0.000
H 0.26 -3.17 -2.96  0.002
H 0.73 -3.20 -5.43  0.000
H 2.01 0.86 -5.24  0.000
H 1.50 0.90 -2.78  0.000


(6)
The following is a DFT calculation (wB97M-V/def2-TZVPD) of 11 unconnected molecules or ions with the total composition C16H14Cl31O7P at a distorted geometry.

The value obtained for the energy is -428636.8114 eV. Its largest force on an atom is 2.40 eV/A. The SMILES is O=C(Cl)CC1=C(P(=O)(O)O)C(=O)OC1=O.ClC(Cl)Cl.ClC(Cl)Cl.ClC(Cl)Cl.ClC(Cl)Cl.ClC(Cl)Cl.ClC(Cl)Cl.ClC(Cl)Cl.ClC(Cl)Cl.ClC(Cl)Cl.ClC(Cl)Cl. The value obtained for the frontier orbital gap is 9.069 eV.

Last column: Mulliken charge in e.
Cartesian coordinates (Å):
O -2.88 3.22 -1.61  -0.438
C -2.21 4.21 -1.64  0.587
Cl -2.84 5.68 -2.40  -0.125
C -0.83 4.29 -1.01  -0.843
C -0.44 2.89 -0.77  0.455
C -0.05 2.23 0.32  0.674
P 0.44 2.89 1.91  0.689
O 1.64 2.15 2.31  -0.609
O 0.81 4.42 1.63  -0.454
O -0.70 2.89 3.00  -0.468
C -0.14 0.79 -0.05  0.033
O -0.63 -0.06 0.62  -0.583
O 0.08 0.69 -1.41  -0.244
C -0.20 1.95 -1.90  0.090
O 0.02 2.25 -3.02  -0.569
H -0.98 4.77 -0.06  0.445
H -0.19 4.86 -1.67  0.601
H 1.32 4.49 0.82  0.335
H -0.55 3.63 3.60  0.316
Cl 1.19 -3.49 2.99  -0.050
C 0.29 -3.14 1.52  0.299
Cl 1.22 -3.59 0.08  0.019
Cl -1.27 -3.99 1.54  0.008
H 0.10 -2.08 1.48  -0.156
Cl 2.45 -5.10 5.57  -0.106
C 2.92 -6.74 5.11  0.091
Cl 4.68 -6.86 4.98  -0.128
Cl 2.30 -7.92 6.25  -0.122
H 2.50 -6.95 4.13  0.248
Cl -6.42 -5.93 0.62  -0.121
C -5.07 -4.86 0.98  0.274
Cl -5.61 -3.41 1.82  -0.133
Cl -3.83 -5.70 1.93  -0.131
H -4.62 -4.55 0.05  0.087
Cl -1.74 -3.82 5.35  -0.065
C -1.22 -4.53 6.88  0.052
Cl -2.47 -4.36 8.11  -0.139
Cl -0.78 -6.22 6.66  -0.099
H -0.34 -4.00 7.22  0.254
Cl 2.38 -4.56 -2.61  -0.065
C 4.13 -4.30 -2.62  -0.112
Cl 4.54 -2.82 -1.75  -0.038
Cl 4.97 -5.69 -1.93  -0.137
H 4.45 -4.19 -3.65  0.334
Cl -3.83 -6.03 -2.18  -0.143
C -2.25 -6.62 -1.64  0.176
Cl -1.90 -8.19 -2.35  -0.135
Cl -0.99 -5.45 -2.02  -0.015
H -2.29 -6.74 -0.56  0.126
Cl 0.83 9.20 -1.92  -0.109
C -0.46 9.03 -0.73  -0.107
Cl -2.00 9.60 -1.35  -0.081
Cl -0.60 7.34 -0.22  -0.054
H -0.20 9.62 0.13  0.360
Cl -3.54 10.23 -5.63  -0.122
C -1.78 10.30 -5.46  -0.032
Cl -1.28 11.79 -4.67  -0.114
Cl -1.19 8.90 -4.58  -0.063
H -1.35 10.28 -6.45  0.334
Cl 5.12 0.08 0.36  -0.070
C 6.69 -0.43 0.98  0.028
Cl 7.20 -1.95 0.24  -0.112
Cl 7.90 0.83 0.72  -0.132
H 6.60 -0.59 2.04  0.287
Cl -1.57 0.50 -6.42  -0.154
C -1.33 -0.07 -4.77  0.473
Cl -2.77 0.24 -3.79  -0.147
Cl -0.92 -1.78 -4.75  -0.111
H -0.51 0.49 -4.34  -0.045


(7)
The following is a DFT calculation (wB97M-V/def2-TZVPD) of a single C16H14ClN3O5 molecule at a distorted geometry.

The value obtained for the energy is -44047.2349 eV. Its largest force on an atom is 1.12 eV/A. The SMILES is COC(=O)CCN(C(=O)c1ccc(Cl)c([N+](=O)[O-])c1)c1ccccn1. The value obtained for the frontier orbital gap is 8.485 eV.

Last column: Mulliken charge in e.
Cartesian coordinates (Å):
C -0.11 4.75 1.79  -0.598
O 0.90 3.87 2.28  -0.308
C 0.47 2.74 2.85  0.786
O -0.69 2.45 2.97  -0.603
C 1.65 1.90 3.31  -0.749
C 1.38 0.41 3.14  -0.762
N 0.71 0.10 1.88  0.310
C -0.23 -0.89 1.90  0.471
O -0.58 -1.45 2.91  -0.661
C -0.76 -1.33 0.56  -0.056
C -2.12 -1.62 0.45  -0.639
C -2.64 -2.06 -0.75  -0.574
C -1.82 -2.26 -1.85  0.305
Cl -2.52 -2.76 -3.34  -0.166
C -0.45 -2.00 -1.73  0.101
N 0.48 -2.17 -2.82  0.947
O 0.24 -3.00 -3.66  -0.594
O 1.46 -1.46 -2.81  -0.585
C 0.07 -1.54 -0.52  0.028
C 1.01 0.88 0.76  -0.208
C 0.00 1.39 -0.06  0.168
C 0.38 2.15 -1.16  -0.660
C 1.72 2.39 -1.39  -0.549
C 2.64 1.87 -0.49  -0.710
N 2.29 1.14 0.56  -0.523
H -0.89 4.89 2.55  0.296
H 0.39 5.69 1.58  0.243
H -0.55 4.34 0.89  0.233
H 2.53 2.21 2.74  0.433
H 1.83 2.11 4.37  0.380
H 0.72 0.04 3.92  0.493
H 2.33 -0.14 3.18  0.256
H -2.76 -1.48 1.31  0.511
H -3.70 -2.27 -0.84  0.447
H 1.13 -1.38 -0.46  0.501
H -1.04 1.22 0.17  0.537
H -0.38 2.57 -1.81  0.478
H 2.05 2.98 -2.23  0.494
H 3.70 2.04 -0.60  0.525


(8)
The following is a DFT calculation (wB97M-V/def2-TZVPD) of a molecular structure, C16H14IrN6O2S.

The spin multiplicity is 2. The value obtained for the energy is -43527.6690 eV. As for the expectation value of S²: 0.754. Its largest force on an atom is 0.37 eV/A. The value obtained for the frontier orbital gap (spin up / spin down) is 7.339 / 8.117 eV.

Last column: Mulliken spin population.
Cartesian coordinates (Å):
Ir -0.28 -0.85 -0.80  0.741
C 4.36 -1.92 -0.21  0.000
O 3.41 -2.96 0.07  0.000
C 2.15 -2.67 -0.21  0.002
O 1.81 -1.62 -0.75  -0.006
N 1.33 -3.68 0.18  -0.006
N -0.03 -3.61 -0.08  0.069
H 5.33 -2.35 -0.01  0.000
H 4.19 -1.07 0.44  0.000
H 4.29 -1.61 -1.25  0.000
H 1.74 -4.45 0.68  0.001
H -0.56 -3.51 0.77  -0.010
H -0.33 -4.39 -0.65  -0.006
C 1.84 3.02 -0.24  0.009
C 0.77 3.89 -0.02  -0.007
C -0.52 3.41 -0.08  0.010
C -0.75 2.07 -0.37  0.004
N 0.30 1.25 -0.58  0.088
C 1.55 1.70 -0.51  -0.008
C -2.07 1.42 -0.43  0.006
C -3.26 2.14 -0.28  0.000
C -4.48 1.48 -0.33  0.000
C -4.51 0.11 -0.53  0.000
C -3.33 -0.60 -0.69  -0.038
C -2.09 0.03 -0.64  0.035
H 2.86 3.35 -0.18  0.000
H 0.96 4.93 0.21  0.000
H -1.35 4.08 0.10  0.001
H 2.32 0.97 -0.68  0.003
H -3.24 3.21 -0.12  0.000
H -5.40 2.04 -0.22  0.000
H -5.46 -0.41 -0.57  -0.001
H -3.37 -1.68 -0.85  -0.007
S -0.86 -1.29 -4.09  0.022
C -0.58 -1.09 -2.58  0.075
N 2.09 1.24 4.37  0.002
C 1.16 0.70 3.94  0.000
N 0.06 0.09 3.52  0.008
C 0.02 -0.42 2.36  0.022
N -0.07 -0.96 1.32  -0.008